(1)
{"formula": "C40H42N6O6S2SeW", "method": "wB97M-V/def2-TZVPD", "symbols": ["W", "C", "C", "N", "N", "C", "S", "S", "C", "C", "C", "C", "C", "C", "C", "C", "C", "C", "C", "C", "C", "O", "H", "H", "H", "H", "H", "H", "H", "H", "H", "H", "H", "H", "H", "H", "O", "C", "O", "C", "C", "N", "N", "C", "C", "O", "O", "H", "H", "H", "C", "C", "N", "C", "C", "C", "O", "C", "C", "C", "C", "N", "C", "H", "H", "H", "H", "H", "H", "H", "H", "H", "H", "H", "H", "H", "H", "C", "C", "C", "C", "C", "C", "Se", "C", "C", "C", "H", "H", "H", "H", "H", "H", "H", "H", "H", "H", "H"], "xyz": [[0.447949, -0.171472, -0.052209], [-2.383032, -3.584999, 0.402900], [-1.265984, -2.763234, -0.171795], [-0.745136, -1.824052, 0.598564], [-1.202491, -1.902770, 1.914924], [-0.770669, -1.017843, 2.730759], [0.267651, 0.318413, 2.355960], [-1.195743, -1.271760, 4.438378], [0.239366, -2.320665, 4.882693], [0.413694, -3.543008, 4.032084], [1.407014, -3.572519, 3.059473], [1.565697, -4.684831, 2.244013], [0.731104, -5.782195, 2.398758], [-0.264769, -5.759459, 3.368192], [-0.423494, -4.644624, 4.176332], [-0.710232, -3.082114, -1.468325], [-1.309225, -4.076314, -2.283441], [-0.691477, -4.589340, -3.390630], [0.602453, -4.155450, -3.717577], [1.207995, -3.180072, -2.976208], [0.545611, -2.573563, -1.889283], [1.162856, -1.572159, -1.322897], [-2.005124, -4.160006, 1.248755], [-3.156806, -2.932642, 0.804067], [-2.824077, -4.259787, -0.317285], [1.130615, -1.694861, 4.846501], [0.051862, -2.576031, 5.926468], [2.055107, -2.712021, 2.931574], [2.342036, -4.692357, 1.489457], [0.855044, -6.652750, 1.767436], [-0.917830, -6.613600, 3.494709], [-1.209546, -4.623844, 4.922548], [-2.291810, -4.449794, -2.041879], [-1.189295, -5.338701, -3.990257], [1.118081, -4.579199, -4.570419], [2.189151, -2.799535, -3.223930], [4.963812, 3.069033, 1.873706], [4.160917, 3.854933, 1.175903], [4.303904, 5.049580, 1.115670], [3.030720, 3.197853, 0.461831], [2.145976, 3.849440, -0.377292], [1.241317, 2.946773, -0.789496], [1.492217, 1.744747, -0.268611], [2.581033, 1.869880, 0.477258], [3.114719, 0.569883, 0.975572], [4.131962, 0.525340, 1.649156], [2.435182, -0.438504, 0.537314], [4.712425, 2.107788, 1.823697], [2.126003, 4.877439, -0.697278], [0.528081, 2.996734, -1.512076], [-0.520317, 3.462079, 4.116552], [-0.093930, 3.965501, 2.744550], [-1.028565, 4.911715, 2.126303], [-0.704532, 6.335838, 2.202539], [-0.958018, 6.942427, 3.575182], [-2.244707, 4.566993, 1.628695], [-3.090510, 5.378363, 1.288438], [-2.523438, 3.096919, 1.470364], [-3.587046, 2.483573, 2.115737], [-3.812892, 1.137565, 1.885061], [-2.947690, 0.443600, 1.055375], [-1.909965, 1.018702, 0.447481], [-1.745680, 2.329169, 0.626029], [0.230970, 2.773871, 4.505460], [-1.462940, 2.916416, 4.054905], [-0.642088, 4.282617, 4.822487], [0.067191, 3.109981, 2.087774], [0.863512, 4.484268, 2.815833], [-1.312439, 6.841591, 1.456331], [0.346296, 6.450258, 1.925451], [-1.996437, 6.790346, 3.870689], [-0.762868, 8.014867, 3.549409], [-0.309086, 6.504840, 4.334197], [-4.228901, 3.057268, 2.772140], [-4.639897, 0.619171, 2.349434], [-3.085910, -0.612904, 0.877947], [-0.931649, 2.792384, 0.092073], [1.357309, -2.099845, -7.376150], [0.864041, -1.412309, -6.131899], [1.706643, -0.616458, -5.370133], [1.278521, 0.003887, -4.199831], [2.248067, 0.860931, -3.438739], [-0.041408, -0.192181, -3.779587], [-0.765715, 0.646439, -2.202733], [-0.920201, -0.973135, -4.543726], [-2.358576, -1.179857, -4.152585], [-0.446913, -1.569688, -5.706270], [2.264675, -1.630081, -7.754556], [0.605143, -2.076975, -8.165127], [1.587121, -3.149068, -7.174727], [2.730582, -0.464386, -5.695823], [3.193437, 0.938521, -3.974931], [2.450887, 0.438936, -2.453697], [1.849861, 1.868138, -3.299628], [-2.886983, -0.229443, -4.066623], [-2.434334, -1.673290, -3.182740], [-2.867565, -1.793508, -4.895529], [-1.127871, -2.175810, -6.295165]], "forces_ev_per_a": [[-0.737, 0.406, -0.119], [-0.028, -0.016, -0.022], [0.138, 0.041, 0.192], [0.005, 0.001, -0.123], [-0.092, -0.059, 0.054], [0.128, -0.060, -0.052], [0.127, -0.196, -0.011], [-0.156, -0.023, -0.004], [0.135, 0.096, 0.064], [-0.020, 0.015, -0.041], [-0.004, 0.071, -0.004], [-0.025, -0.021, -0.019], [-0.013, 0.027, -0.026], [-0.014, 0.024, 0.000], [-0.023, -0.018, 0.012], [0.006, -0.063, -0.059], [-0.016, -0.018, 0.021], [0.011, 0.001, -0.012], [-0.013, 0.010, 0.031], [0.013, 0.013, -0.028], [0.015, 0.027, -0.070], [0.091, 0.087, 0.363], [0.042, -0.016, 0.016], [0.010, -0.012, 0.030], [0.026, -0.009, 0.001], [0.007, -0.011, -0.002], [-0.018, -0.022, -0.011], [0.008, 0.003, -0.017], [-0.005, 0.014, 0.002], [0.002, -0.001, 0.002], [0.000, -0.007, 0.003], [-0.003, 0.005, 0.002], [-0.007, 0.014, 0.004], [0.000, 0.004, -0.006], [0.002, -0.004, 0.002], [0.004, 0.004, -0.015], [0.013, 0.007, 0.000], [-0.001, 0.022, -0.008], [0.009, -0.011, -0.005], [0.010, 0.006, 0.031], [0.000, 0.001, 0.012], [-0.046, 0.009, -0.031], [0.067, -0.074, 0.014], [0.014, -0.005, -0.087], [0.044, -0.076, -0.138], [0.021, -0.009, 0.026], [-0.006, -0.093, 0.155], [-0.007, -0.004, 0.008], [0.000, 0.000, 0.000], [-0.023, -0.004, 0.018], [-0.002, -0.003, -0.011], [0.010, 0.002, 0.028], [0.047, 0.013, -0.112], [-0.003, 0.006, 0.002], [-0.008, -0.002, -0.009], [0.005, 0.006, 0.057], [-0.045, -0.002, 0.043], [0.016, 0.000, -0.048], [-0.041, -0.015, -0.036], [-0.008, 0.042, -0.015], [-0.017, -0.105, -0.156], [0.353, -0.077, 0.059], [-0.016, 0.023, 0.113], [-0.005, 0.005, 0.004], [0.006, -0.012, 0.004], [-0.011, 0.009, -0.001], [0.011, 0.033, 0.011], [-0.003, 0.003, 0.001], [0.006, 0.000, -0.004], [-0.006, -0.006, -0.003], [-0.001, 0.002, 0.000], [0.001, 0.002, 0.002], [0.000, -0.003, 0.005], [0.006, 0.005, -0.001], [0.008, -0.005, 0.005], [0.020, -0.021, -0.010], [0.056, 0.006, 0.015], [0.003, -0.004, 0.009], [0.005, -0.010, -0.023], [0.006, -0.014, 0.024], [-0.057, -0.033, -0.012], [-0.003, -0.010, -0.003], [0.010, 0.029, 0.025], [0.002, 0.026, -0.122], [0.012, 0.012, -0.008], [-0.016, 0.004, -0.019], [-0.023, 0.015, -0.004], [0.000, 0.000, -0.001], [-0.001, 0.002, 0.001], [0.002, 0.000, -0.003], [0.001, -0.002, 0.000], [-0.007, 0.008, -0.002], [-0.004, -0.017, 0.051], [0.001, -0.001, 0.009], [-0.007, 0.000, -0.010], [-0.004, 0.024, -0.003], [0.004, -0.011, 0.002], [0.000, -0.002, -0.001]], "lowdin_charge": [1.321, 0.003, -0.204, -0.116, -0.058, -1.057, 0.691, 0.867, -0.414, -0.307, -0.045, -0.073, -0.093, -0.091, -0.053, -0.109, -0.043, -0.078, -0.060, -0.002, -0.331, -0.257, 0.091, 0.082, 0.064, 0.077, 0.080, 0.116, 0.107, 0.100, 0.101, 0.114, 0.100, 0.104, 0.110, 0.127, 0.140, -0.500, 0.109, -0.035, 0.033, 0.026, -0.104, -0.148, -0.569, 0.093, -0.190, 0.073, 0.148, 0.105, -0.062, -0.207, -0.048, -0.199, -0.068, -0.422, 0.077, -0.109, 0.019, -0.016, -0.135, -0.076, -0.144, 0.072, 0.069, 0.068, 0.053, 0.124, 0.115, 0.117, 0.082, 0.076, 0.064, 0.133, 0.115, 0.097, 0.084, -0.047, -0.273, -0.018, -0.293, -0.062, -0.490, 0.805, -0.302, -0.087, -0.024, 0.075, 0.078, 0.076, 0.116, 0.080, 0.059, 0.062, 0.066, 0.053, 0.078, 0.119], "multiplicity": 3, "total_charge": 0, "homo_lumo_gap_ev": [6.47, 7.33], "mol_weight_g_mol": 1029.7, "relative_energy_ev": 0.6070}

---

(2)
{"formula": "C21H54N8O4Si", "method": "wB97M-V/def2-TZVPD", "symbols": ["C", "Si", "C", "C", "C", "N", "N", "C", "N", "N", "H", "H", "H", "H", "H", "H", "H", "H", "H", "H", "C", "C", "C", "O", "C", "N", "H", "H", "H", "H", "H", "H", "H", "H", "H", "H", "H", "C", "C", "C", "O", "C", "N", "H", "H", "H", "H", "H", "H", "H", "H", "H", "H", "H", "C", "C", "C", "O", "C", "N", "H", "H", "H", "H", "H", "H", "H", "H", "H", "H", "H", "C", "C", "C", "O", "C", "N", "H", "H", "H", "H", "H", "H", "H", "H", "H", "H", "H"], "xyz": [[-5.549350, 4.036375, -3.574816], [-3.817078, 4.595518, -4.202644], [-2.523237, 4.200178, -2.797091], [-3.266519, 3.596513, -5.760146], [-3.695281, 6.540946, -4.498808], [-3.159084, 6.893138, -5.772813], [-3.034478, 8.180159, -5.956371], [-3.463287, 8.974802, -4.835547], [-4.042875, 8.606344, -3.570702], [-4.163055, 7.317555, -3.397510], [-5.412715, 3.642863, -2.456508], [-6.362062, 4.882892, -3.565417], [-5.965185, 3.092300, -4.173920], [-1.979662, 3.174140, -2.948885], [-3.157477, 4.187864, -1.791472], [-1.748420, 5.078227, -2.774412], [-4.126816, 3.448852, -6.569204], [-2.395877, 4.173995, -6.292705], [-2.916170, 2.503174, -5.473456], [-3.312749, 10.153758, -4.982691], [-1.825379, -1.345009, 0.058135], [-2.793067, -0.246644, -0.377608], [-3.141749, -0.284406, -1.883835], [-2.106560, 0.199900, -2.743816], [-1.061497, -0.730026, -2.984536], [-2.242316, 1.058850, 0.015731], [-0.788370, -1.128389, -0.211672], [-1.847762, -1.458399, 1.147867], [-2.099119, -2.309908, -0.382200], [-3.726760, -0.404655, 0.175827], [-3.997961, 0.385146, -2.048278], [-3.467027, -1.283431, -2.197228], [-1.427828, -1.759799, -3.034851], [-0.292174, -0.632576, -2.216045], [-0.598323, -0.480056, -3.941914], [-2.938952, 1.778911, -0.178396], [-1.482020, 1.276183, -0.635206], [0.700717, 2.927386, 3.746150], [0.338074, 1.500208, 4.151549], [1.429221, 0.458757, 3.810223], [1.504864, 0.112532, 2.424530], [2.188852, 1.060922, 1.619806], [-0.954146, 1.145376, 3.546058], [0.573488, 3.109721, 2.675786], [0.053508, 3.643873, 4.264455], [1.736937, 3.162282, 4.012483], [0.216968, 1.498134, 5.241671], [1.179022, -0.475085, 4.333463], [2.412371, 0.767828, 4.184337], [3.023412, 1.528490, 2.150893], [1.489023, 1.817982, 1.260596], [2.583576, 0.541125, 0.743683], [-1.244345, 0.235529, 3.905830], [-0.785196, 0.969398, 2.551326], [6.993067, -2.083741, 0.426220], [5.831831, -3.019506, 0.755717], [4.909086, -3.316378, -0.449329], [4.028384, -2.245036, -0.799087], [4.638287, -1.206066, -1.549703], [5.077026, -2.463547, 1.888649], [6.689878, -1.034942, 0.369610], [7.761361, -2.145485, 1.205184], [7.461926, -2.356246, -0.525500], [6.269839, -3.974014, 1.072108], [4.255578, -4.156443, -0.174269], [5.482144, -3.645279, -1.324257], [5.398275, -1.585547, -2.239321], [5.067657, -0.462445, -0.875461], [3.860673, -0.706413, -2.132154], [4.370851, -3.142379, 2.174971], [4.526095, -1.678066, 1.530183], [0.509352, -5.969335, 1.898116], [0.961213, -5.624617, 3.315750], [-0.200070, -5.254189, 4.267555], [-0.745233, -3.948766, 4.056831], [-1.643090, -3.858285, 2.961144], [1.966553, -4.553518, 3.249482], [0.271253, -5.084586, 1.301763], [1.306562, -6.500084, 1.365540], [-0.371705, -6.620037, 1.911786], [1.443019, -6.520976, 3.724949], [0.194803, -5.245921, 5.293445], [-0.993446, -6.010675, 4.248723], [-2.240731, -4.766781, 2.840223], [-1.091729, -3.635881, 2.045464], [-2.319798, -3.020498, 3.144899], [2.344350, -4.402077, 4.185329], [1.468634, -3.681984, 3.045747]], "forces_ev_per_a": [[-1.271, -0.958, 0.893], [0.614, -0.929, 0.280], [-0.032, 0.309, 0.732], [-0.020, -0.564, -1.509], [-0.382, -1.427, -0.063], [-1.532, 0.275, 3.727], [-1.342, 2.103, 3.600], [0.131, 1.335, -0.229], [1.804, 0.680, -3.843], [1.533, -1.057, -3.570], [-0.386, 0.976, -2.331], [1.533, -1.698, -0.030], [0.879, 2.174, 1.130], [-1.071, 1.936, 0.330], [1.654, 0.053, -1.913], [-1.292, -1.777, 0.226], [1.770, 0.462, 1.713], [-1.543, -1.252, 0.963], [-0.603, 2.318, -0.427], [-0.438, -3.037, 0.362], [0.018, -0.198, 0.223], [0.356, 0.029, -0.274], [-0.090, 0.371, 0.068], [-0.390, -0.373, 0.179], [0.154, 0.347, -0.079], [-0.091, 0.069, -0.355], [-0.142, 0.039, -0.015], [0.001, 0.106, -0.189], [0.031, 0.082, 0.027], [0.009, 0.102, -0.144], [0.238, -0.025, -0.020], [0.151, -0.095, 0.020], [-0.007, 0.033, 0.098], [0.043, -0.258, 0.002], [-0.147, 0.033, 0.032], [0.115, -0.085, 0.192], [-0.151, -0.093, 0.236], [0.016, 0.300, 0.134], [0.038, -0.078, -0.433], [-0.287, -0.225, 0.054], [0.265, 0.194, 0.450], [-0.256, -0.248, -0.187], [0.272, -0.337, -0.023], [0.003, -0.137, 0.113], [0.065, -0.170, -0.088], [-0.091, -0.025, -0.036], [0.051, -0.140, -0.083], [-0.011, 0.120, -0.216], [0.049, 0.142, -0.105], [-0.075, 0.040, 0.051], [0.160, 0.186, 0.019], [-0.015, -0.108, 0.103], [-0.027, 0.195, 0.027], [-0.228, 0.209, 0.160], [0.335, -0.011, 0.025], [-0.226, 0.398, -0.131], [-0.258, -0.142, 0.304], [0.429, -0.313, -0.173], [-0.348, 0.069, 0.207], [-0.274, -0.123, -0.225], [-0.070, -0.156, -0.002], [-0.179, -0.004, -0.093], [-0.047, 0.042, 0.082], [-0.169, 0.017, -0.060], [0.026, 0.270, -0.014], [0.102, 0.156, -0.057], [0.044, -0.003, 0.090], [0.209, 0.050, -0.151], [-0.021, -0.137, 0.032], [0.117, 0.046, 0.063], [0.209, -0.167, 0.147], [0.042, -0.240, -0.222], [-0.241, 0.325, -0.151], [0.272, 0.209, 0.199], [-0.033, -0.606, 0.029], [0.173, 0.332, 0.085], [-0.139, 0.170, 0.304], [0.024, -0.040, 0.166], [-0.094, 0.117, 0.127], [0.083, 0.077, -0.002], [-0.064, 0.129, 0.097], [-0.073, 0.134, -0.203], [-0.056, 0.011, -0.172], [0.083, -0.032, -0.019], [-0.156, -0.140, -0.127], [0.061, -0.068, 0.114], [0.040, -0.071, -0.185], [0.166, -0.223, -0.063]], "lowdin_charge": [-0.235, 0.544, -0.223, -0.244, -0.289, 0.006, 0.004, -0.116, 0.005, 0.011, 0.045, 0.044, 0.055, 0.039, 0.045, 0.042, 0.054, 0.039, 0.051, 0.130, -0.070, -0.420, -0.194, -0.210, -0.104, 0.050, 0.068, 0.059, 0.082, 0.136, 0.119, 0.118, 0.092, 0.073, 0.088, 0.068, 0.071, -0.077, -0.428, -0.197, -0.202, -0.105, 0.042, 0.064, 0.076, 0.077, 0.133, 0.119, 0.117, 0.092, 0.073, 0.078, 0.067, 0.050, -0.079, -0.427, -0.196, -0.199, -0.113, 0.042, 0.062, 0.076, 0.077, 0.134, 0.121, 0.116, 0.090, 0.071, 0.084, 0.055, 0.065, -0.075, -0.428, -0.197, -0.194, -0.110, 0.038, 0.064, 0.076, 0.078, 0.134, 0.122, 0.117, 0.093, 0.063, 0.085, 0.076, 0.072], "total_charge": 0, "homo_lumo_gap_ev": 8.19, "mol_weight_g_mol": 510.8, "smiles": "C[Si](C)(C)c1nncnn1.COC[C@@H](C)N.COC[C@@H](C)N.COC[C@@H](C)N.COC[C@@H](C)N"}